Here is a structure of composition C11H32KO11S3 from the OMol25 dataset. Energies are from wB97M-V/def2-TZVPD.

Calculated values
orbital gap: 0.399 Ha
lowest unoccupied orbital energy: -2.52 eV

```
! wB97M-V def2-TZVPD RIJCOSX def2/J DEFGRID3
* xyz 1 1
K -0.32 -0.17 0.72
S -1.11 -4.10 -0.15
S 1.22 1.74 -2.84
S 1.17 3.68 0.68
O 0.41 2.47 1.07
O 0.86 1.10 -1.55
O 0.80 4.58 -0.39
O 2.57 2.25 -3.11
O -0.77 -2.80 0.51
O 0.72 0.75 -4.06
O 1.48 4.60 2.03
O -0.08 -5.02 -0.60
O -2.16 -3.82 -1.39
O 1.51 -1.73 2.27
O -1.59 0.14 3.15
C -2.10 -5.12 1.02
C 0.03 3.07 -3.19
C 2.38 4.94 4.24
C -2.99 -4.34 -3.64
C -0.25 -1.17 -4.83
C 1.52 4.02 3.36
C -2.32 -4.84 -2.34
C 2.92 3.08 0.37
C -0.17 -0.31 -3.63
C 1.79 -1.14 3.53
C -1.62 1.46 3.55
H -1.48 -5.20 1.91
H 1.79 -0.05 3.52
H -2.15 2.01 2.77
H 3.36 5.03 3.77
H 3.45 3.13 1.32
H -2.48 -0.21 3.09
H 2.48 4.80 5.31
H 0.18 -0.83 -2.74
H -2.16 1.43 4.49
H -0.77 -0.71 -5.67
H 3.31 3.73 -0.42
H -0.76 -2.09 -4.55
H -0.90 2.82 -2.68
H -3.81 -3.66 -3.41
H -2.20 -6.08 0.52
H 2.76 2.03 0.13
H -1.17 0.09 -3.49
H 1.11 -2.59 2.45
H 1.97 5.95 4.20
H 0.52 4.10 3.78
H -3.10 -4.71 1.22
H -2.77 -5.75 -1.95
H 1.00 -1.48 4.19
H -2.28 -3.94 -4.37
H 0.74 -1.38 -5.23
H -3.62 -5.11 -4.10
H -0.07 3.10 -4.28
H 2.78 -1.37 3.94
H 0.55 4.01 -3.02
H -0.65 1.90 3.79
H -1.35 -5.25 -2.63
H 1.86 2.98 3.36
*
```


Here is a structure of composition C4H8N2S from the OMol25 dataset. Energies are from wB97M-V/def2-TZVPD.

Calculated values
orbital gap: 0.284 Ha
relative energy (zero: lowest compared OMol25 entry of this formula, charge and spin): 4.7291 eV
lowest unoccupied orbital energy: -0.51 eV

```
! wB97M-V def2-TZVPD RIJCOSX def2/J DEFGRID3
* xyz 0 1
S -2.46 -0.55 0.12
N -0.93 -1.70 -1.73
N 1.18 1.16 1.50
C -0.31 0.73 1.19
C -0.19 0.13 -0.33
C -1.14 -0.71 -0.82
C 1.01 0.46 -0.95
H 1.78 0.90 -0.36
H -1.64 -2.56 -1.56
H 1.30 2.04 2.06
H 0.10 -2.38 -1.71
H -0.82 -0.01 1.81
H -0.87 1.86 1.21
H 1.75 0.29 1.62
H 1.25 0.34 -2.05
*
```


Here is a cluster of 8 separate species, C44H32Cl2O14 in total from the OMol25 dataset. Energies are from wB97M-V/def2-TZVPD.

Calculated values
orbital gap: 0.288 Ha
relative energy (zero: lowest compared OMol25 entry of this formula, charge and spin): 0.0000 eV
structure (SMILES): O=C1C=CC(=O)C=C1.O=C1C=CC(=O)C=C1.O=C1C=CC(=O)C=C1.O=C1C=CC(=O)C=C1.O=C1C=CC(=O)C=C1.O=C1C=CC(=O)C=C1.O=C1C=CC(=O)C=C1.ClCCCl
lowest unoccupied orbital energy: -2.09 eV

```
! wB97M-V def2-TZVPD RIJCOSX def2/J DEFGRID3
* xyz 0 1
Cl 6.53 15.11 10.81
Cl 10.10 17.43 9.94
O 11.74 13.97 7.43
O 12.85 16.19 12.17
O 9.74 18.64 14.42
O 7.22 11.21 22.24
O 13.62 21.41 12.37
O 15.66 14.99 9.68
O 10.50 10.77 18.12
O 11.94 12.04 14.58
O 8.64 21.67 10.25
O 9.45 12.54 12.03
O 14.69 15.06 14.77
O 6.96 10.63 14.08
O 7.81 15.13 14.16
O 6.19 9.06 9.08
C 6.27 11.27 11.91
C 9.96 12.82 8.48
C 9.51 12.29 9.67
C 14.92 13.82 11.55
C 15.82 16.13 13.01
C 10.06 15.08 14.64
C 11.14 13.75 8.51
C 8.54 13.08 14.98
C 7.83 19.95 11.76
C 8.73 14.50 14.64
C 9.95 9.95 20.33
C 13.49 19.38 13.62
C 11.59 14.26 9.76
C 14.97 15.07 13.61
C 9.99 12.88 10.94
C 14.59 13.88 12.83
C 9.08 10.14 21.38
C 7.13 8.94 12.46
C 11.06 13.81 10.95
C 9.80 10.87 19.14
C 13.07 17.40 12.22
C 9.63 12.29 15.06
C 8.08 19.19 12.79
C 10.12 21.14 12.01
C 13.41 18.20 11.01
C 6.21 9.40 10.29
C 15.65 14.96 10.89
C 8.09 15.95 11.11
C 10.97 12.80 14.77
C 6.78 10.30 12.95
C 8.89 20.95 11.21
C 8.85 12.04 19.27
C 7.99 11.15 21.29
C 16.28 15.99 11.74
C 13.71 20.18 12.39
C 10.32 20.42 13.08
C 13.82 19.43 11.09
C 5.98 10.83 10.68
C 11.13 14.31 14.74
C 8.63 16.43 9.72
C 6.68 8.45 11.29
C 7.89 12.05 20.15
C 13.18 18.09 13.54
C 9.40 19.37 13.47
H 10.86 21.90 11.70
H 12.25 15.11 9.59
H 16.09 16.93 13.67
H 6.21 12.32 12.22
H 8.79 15.32 11.62
H 13.52 19.94 14.55
H 7.66 8.23 13.09
H 11.53 14.04 11.89
H 14.12 19.99 10.22
H 10.68 9.16 20.31
H 7.38 18.51 13.25
H 9.22 9.57 22.27
H 9.61 12.58 7.49
H 6.96 19.76 11.12
H 13.92 13.15 13.23
H 9.65 11.24 15.21
H 8.89 15.70 8.96
H 17.02 16.67 11.29
H 7.50 12.88 15.14
H 8.75 12.77 18.48
H 7.92 17.15 9.27
H 7.73 16.85 11.60
H 13.42 17.67 10.07
H 12.15 14.57 14.70
H 6.95 7.48 10.90
H 12.96 17.51 14.43
H 8.76 11.52 9.74
H 10.18 16.16 14.63
H 11.15 20.62 13.76
H 14.65 12.94 10.99
H 7.06 12.73 20.17
H 5.74 11.46 9.81
*
```


Here is an isolated molecule of C4H9N3O from the OMol25 dataset. Energies are from wB97M-V/def2-TZVPD.

Calculated values
orbital gap (spin up / spin down): 0.276 / 0.276 Ha
relative energy (zero: lowest compared OMol25 entry of this formula, charge and spin): 5.3317 eV
lowest unoccupied orbital energy (spin up / spin down): 0.29 / 0.29 eV

```
! wB97M-V def2-TZVPD RIJCOSX def2/J DEFGRID3
* xyz 0 1
O 0.44 2.37 -1.52
N -0.93 -0.59 1.61
N 1.74 0.44 1.15
N -1.33 0.29 -0.68
C 0.60 1.21 -0.92
C 0.81 0.59 0.20
C -0.06 -1.79 -0.28
C -0.50 -0.46 0.34
H 1.37 -0.09 1.95
H -1.93 -0.32 -1.22
H 0.34 -1.65 -1.28
H 2.39 1.19 1.36
H -0.93 -2.45 -0.32
H 0.69 -2.26 0.35
H -1.37 0.28 1.93
H -1.92 0.97 -0.21
H 0.58 2.27 -2.47
*
```


Here is an isolated molecule of CH3NO2S from the OMol25 dataset. Energies are from wB97M-V/def2-TZVPD.

Calculated values
orbital gap: 0.355 Ha
relative energy (zero: lowest compared OMol25 entry of this formula, charge and spin): 3.2672 eV
structure (SMILES): O=[N+]([O-])CS
lowest unoccupied orbital energy: -0.33 eV

```
! wB97M-V def2-TZVPD RIJCOSX def2/J DEFGRID3
* xyz 0 1
S -1.61 0.57 0.75
O 1.99 0.09 -0.67
O 1.07 -0.28 1.24
N 1.01 0.06 0.05
C -0.32 0.13 -0.52
H -1.20 -0.34 1.44
H -0.25 0.61 -1.48
H -0.69 -0.85 -0.81
*
```


Here is an isolated molecule of C7H15N from the OMol25 dataset. Energies are from wB97M-V/def2-TZVPD.

Calculated values
orbital gap: 0.342 Ha
relative energy (zero: lowest compared OMol25 entry of this formula, charge and spin): 0.4383 eV
structure (SMILES): CCCN1CCCC1
lowest unoccupied orbital energy: 1.12 eV

```
! wB97M-V def2-TZVPD RIJCOSX def2/J DEFGRID3
* xyz 0 1
N 0.25 -0.25 0.08
C 0.15 0.41 1.37
C -2.13 -0.68 1.81
C 1.61 -0.55 -1.84
C -0.44 0.42 -1.02
C -1.29 0.59 1.85
C 1.62 -0.52 -0.33
C 0.57 0.53 -2.17
H 0.70 1.36 1.36
H -2.52 -0.94 2.80
H 2.01 -1.42 0.14
H 0.65 -0.25 2.07
H 2.29 0.28 0.02
H 1.26 -1.52 -2.22
H -1.77 1.41 1.32
H 2.59 -0.33 -2.24
H -1.51 -1.54 1.55
H 0.12 0.45 -3.16
H -1.22 0.96 2.88
H 1.08 1.49 -2.07
H -0.77 1.42 -0.72
H -1.33 -0.12 -1.35
H -2.93 -0.69 1.07
*
```


Here is a structure of composition C4H9N2 from the OMol25 dataset. Energies are from wB97M-V/def2-TZVPD.

Calculated values
orbital gap: 0.371 Ha
relative energy (zero: lowest compared OMol25 entry of this formula, charge and spin): 3.9703 eV
lowest unoccupied orbital energy: -3.87 eV

```
! wB97M-V def2-TZVPD RIJCOSX def2/J DEFGRID3
* xyz 1 1
N 1.59 0.61 0.14
N -2.09 0.88 -0.27
C -0.73 0.08 0.36
C 0.45 0.03 -0.58
C 0.49 -1.43 -0.34
C -0.58 -1.41 0.44
H 2.42 0.89 -0.35
H -2.88 0.62 0.23
H 1.22 1.46 0.55
H -2.04 0.36 -1.22
H -0.53 0.59 1.37
H 0.94 -2.30 -0.66
H 1.88 -0.11 0.84
H -0.95 -2.15 1.19
H 0.19 0.53 -1.58
*
```


Here is a cluster of 2 separate species, C6H15ClN2SSi in total from the OMol25 dataset. Energies are from wB97M-V/def2-TZVPD.

Calculated values
orbital gap: 0.182 Ha
relative energy (zero: lowest compared OMol25 entry of this formula, charge and spin): 4.3946 eV
lowest unoccupied orbital energy: -2.10 eV

```
! wB97M-V def2-TZVPD RIJCOSX def2/J DEFGRID3
* xyz 0 1
Cl 2.04 1.68 3.05
S -2.01 -0.75 -1.80
Si 0.20 1.62 -1.42
N -0.54 -1.23 -1.08
N -0.37 0.03 -1.71
C -0.17 -1.42 0.37
C -0.86 -0.29 1.13
C -0.47 2.59 -2.80
C 1.38 -1.23 0.54
C 1.65 2.21 -0.32
C -0.77 -2.69 0.82
H -0.23 -3.66 0.64
H -0.43 -0.35 2.18
H -1.67 -2.95 0.27
H 0.13 2.37 -3.69
H -0.57 0.62 0.54
H -1.00 -2.75 1.88
H -1.57 2.58 -3.27
H -0.42 3.65 -2.67
H 1.85 -1.83 -0.17
H 1.56 -0.16 0.26
H -1.95 -0.45 1.24
H 1.77 3.26 -0.23
H 1.76 -1.50 1.60
H 1.68 1.94 0.70
H 2.62 1.75 -0.73
*
```


Here is an isolated molecule of C3H3NO from the OMol25 dataset. Energies are from wB97M-V/def2-TZVPD.

Calculated values
orbital gap: 0.329 Ha
relative energy (zero: lowest compared OMol25 entry of this formula, charge and spin): 4.3259 eV
structure (SMILES): C=C=CN=O
lowest unoccupied orbital energy: -0.45 eV

```
! wB97M-V def2-TZVPD RIJCOSX def2/J DEFGRID3
* xyz 0 1
O 0.48 -1.57 0.06
N -0.72 -1.45 0.11
C -1.24 -0.09 -0.06
C 1.01 0.75 -0.07
C -0.29 0.80 -0.25
H -2.32 -0.01 0.03
H 1.26 0.87 0.98
H 1.82 0.71 -0.79
*
```


Here is an isolated molecule of C7H11N5 from the OMol25 dataset. Energies are from wB97M-V/def2-TZVPD.

Calculated values
orbital gap (spin up / spin down): 0.211 / 0.277 Ha
relative energy (zero: lowest compared OMol25 entry of this formula, charge and spin): 6.2037 eV
lowest unoccupied orbital energy (spin up / spin down): -0.76 / 0.14 eV

```
! wB97M-V def2-TZVPD RIJCOSX def2/J DEFGRID3
* xyz 0 1
N 4.56 1.62 -0.03
N -2.61 0.31 0.09
N 1.83 -0.61 0.23
N 4.06 -0.61 -0.20
N -1.31 0.13 0.11
C 0.70 -1.37 0.26
C 2.23 0.67 0.28
C 2.99 -1.37 -0.17
C -3.07 1.74 -0.01
C -0.68 -1.11 0.16
C 3.61 0.68 0.05
C -3.63 -0.71 -0.05
H -4.44 -0.14 0.55
H 2.99 -2.33 -0.50
H 0.89 -2.49 0.06
H 5.47 1.28 -0.25
H -3.85 -0.88 -1.08
H -2.19 2.35 0.16
H -3.88 1.94 0.71
H -3.24 -1.61 0.46
H -3.56 1.92 -0.98
H -1.24 -1.94 0.13
H 4.37 2.53 0.02
*
```


Here is an isolated molecule of C2HCl2FOS from the OMol25 dataset. Energies are from wB97M-V/def2-TZVPD.

Calculated values
orbital gap: 0.334 Ha
relative energy (zero: lowest compared OMol25 entry of this formula, charge and spin): 0.0000 eV
structure (SMILES): OC(=S)C(F)(Cl)Cl
lowest unoccupied orbital energy: -0.40 eV

```
! wB97M-V def2-TZVPD RIJCOSX def2/J DEFGRID3
* xyz 0 1
Cl -1.42 -0.02 1.26
Cl -0.97 0.51 -1.58
S 1.05 -1.90 -0.11
F 0.03 1.80 0.37
O 2.14 0.39 0.35
C -0.26 0.55 0.03
C 1.03 -0.32 0.10
H 1.86 1.31 0.41
*
```


Here is a cluster of 5 separate species, C27H50N3O11 in total from the OMol25 dataset. Energies are from wB97M-V/def2-TZVPD.

Calculated values
orbital gap: 0.219 Ha
relative energy (zero: lowest compared OMol25 entry of this formula, charge and spin): 11.4812 eV
lowest unoccupied orbital energy: -5.28 eV

```
! wB97M-V def2-TZVPD RIJCOSX def2/J DEFGRID3
* xyz 1 1
O -9.40 3.71 1.90
O -1.67 -4.19 -2.15
O 2.45 0.48 1.08
O -7.77 3.28 3.38
O -3.38 -4.42 -3.58
O 1.06 -1.45 -1.01
O -1.02 -1.03 -0.31
O -4.51 1.43 0.82
O -4.37 2.91 2.50
O 7.28 -1.71 -1.85
O 9.64 -3.13 -1.48
N 7.89 0.24 -0.89
N 4.25 -1.56 0.14
N 8.27 -1.01 -1.20
C -5.42 0.72 2.90
C -4.76 1.72 1.99
C -0.01 -0.89 -1.21
C 0.33 -5.43 -1.51
C 4.72 -0.13 -0.04
C 8.97 0.90 -0.17
C -3.26 -0.91 -1.27
C -4.77 3.42 3.79
C 2.82 1.07 -1.43
C -2.63 -4.93 -2.75
C -9.99 4.48 0.84
C 8.61 2.48 0.26
C -7.18 4.69 1.55
C 4.96 -2.47 -0.87
C 3.46 0.93 0.10
C -3.86 2.89 4.88
C -0.26 -0.12 -2.47
C -0.87 -4.63 -1.04
C 9.51 -1.74 -0.97
C 10.77 -1.12 -0.19
C 10.41 0.39 0.29
C -8.14 3.87 2.36
C -9.65 3.89 -0.52
C -2.71 -6.40 -2.44
C -2.24 -0.27 -0.34
C 6.59 -2.42 -0.72
C 8.74 3.48 -0.86
H 4.63 -3.58 -0.56
H 6.96 -3.55 -0.81
H 11.13 1.08 0.90
H -9.71 5.54 0.92
H 4.55 -2.31 -1.96
H 1.64 0.09 0.61
H -8.57 3.90 -0.70
H 3.67 1.55 -2.11
H -1.48 -5.18 -0.31
H -2.82 3.14 4.67
H -2.13 -6.95 -3.19
H -1.00 0.67 -2.37
H 5.56 0.20 0.71
H 0.93 -4.84 -2.22
H -4.20 -0.36 -1.24
H -2.36 -6.66 -1.45
H -3.76 -6.70 -2.49
H -11.08 4.44 0.99
H -0.52 -3.73 -0.53
H -4.14 3.32 5.85
H -2.90 -0.94 -2.30
H -6.14 0.15 2.32
H 0.03 -6.34 -2.04
H 8.24 2.76 1.35
H -2.64 -0.27 0.68
H 9.36 3.20 -1.84
H -9.97 2.85 -0.56
H 11.78 -1.67 0.02
H -10.14 4.45 -1.31
H 0.67 0.37 -2.76
H -3.92 1.80 4.96
H -2.05 0.78 -0.59
H 4.46 -1.91 1.12
H -0.57 -0.82 -3.26
H -5.98 1.17 3.72
H 9.33 -3.74 -0.72
H 8.18 4.52 -0.79
H -5.83 3.22 3.98
H 3.88 1.99 0.42
H 2.69 -0.05 -1.82
H -3.44 -1.94 -0.97
H -4.66 0.05 3.30
H 6.96 -1.93 0.29
H -7.65 5.48 0.98
H -4.67 4.51 3.73
H -6.62 4.03 0.89
H -6.48 5.18 2.24
H 5.17 0.04 -1.13
H 1.82 1.69 -1.45
H 0.96 -5.71 -0.67
*
```


no.,E_tot (eV)
1,-83271.880
2,-18089.013
3,-99847.083
4,-10807.130
5,-17502.203
6,-8992.052
7,-7264.171
8,-40675.553
9,-6692.166
10,-14881.423
11,-42734.571
12,-55783.687